# 1
# C21H24O6

An isolated molecule of C21H24O6 (ωB97M-V/def2-TZVPD, OMol25).

- energy relative to the best compared isomer or geometry (same formula, charge and spin) (kcal per mole) = 67.2
- largest force on an atom (eV/Å) = 0.587
- multiplicity = 1
- E_tot (a.u.) = -1265.99280
- total charge = 0
- orbital gap (eV) = 8.661

Each line ends with the Löwdin charge.
Geometry (Å):
1 O -4.640 -2.720 -0.385  0.1029
2 C -4.014 -1.698 -0.182  -0.3209
3 C -2.535 -1.659 -0.254  -0.1543
4 C -1.821 -2.827 -0.018  -0.0068
5 C -0.438 -2.835 -0.066  0.0063
6 C 0.257 -1.675 -0.375  -0.1762
7 C -0.469 -0.496 -0.676  -0.1718
8 C -1.846 -0.492 -0.596  0.0411
9 H -2.398 0.404 -0.835  0.1176
10 O 0.298 0.568 -1.041  -0.0496
11 C -0.244 1.871 -0.992  -0.1522
12 C 0.921 2.861 -1.144  -0.1766
13 O 1.674 3.025 0.033  -0.1247
14 C 2.539 1.948 0.355  -0.1754
15 C 3.900 2.054 -0.359  -0.1750
16 O 4.592 0.832 -0.441  -0.1484
17 C 5.113 0.324 0.771  -0.1711
18 C 4.251 -0.772 1.428  -0.1745
19 O 4.486 -2.052 0.882  -0.1357
20 C 3.890 -2.289 -0.375  -0.1640
21 C 2.412 -2.698 -0.263  -0.1476
22 H 2.165 -3.420 -1.051  0.1351
23 H 2.248 -3.167 0.717  0.1384
24 O 1.606 -1.544 -0.408  -0.0313
25 H 3.972 -1.411 -1.022  0.1275
26 H 4.456 -3.118 -0.806  0.1297
27 H 4.539 -0.860 2.479  0.1294
28 H 3.190 -0.513 1.364  0.1135
29 H 6.083 -0.122 0.524  0.1336
30 H 5.272 1.140 1.486  0.1250
31 H 4.522 2.819 0.127  0.1281
32 H 3.738 2.351 -1.399  0.1252
33 H 2.085 0.993 0.083  0.1054
34 H 2.672 1.997 1.439  0.1322
35 H 0.517 3.851 -1.368  0.1308
36 H 1.549 2.527 -1.978  0.1286
37 H -0.958 2.024 -1.813  0.1334
38 H -0.753 2.042 -0.036  0.1418
39 H 0.092 -3.749 0.149  0.1087
40 H -2.364 -3.728 0.222  0.1206
41 C -4.703 -0.423 0.155  -0.1595
42 C -5.927 -0.142 -0.448  -0.0139
43 C -6.602 1.025 -0.144  -0.0744
44 C -6.074 1.911 0.781  -0.0830
45 C -4.871 1.624 1.407  -0.0756
46 C -4.184 0.465 1.095  -0.0399
47 H -3.256 0.232 1.597  0.1193
48 H -4.468 2.306 2.141  0.1033
49 H -6.603 2.821 1.023  0.1024
50 H -7.545 1.243 -0.623  0.1037
51 H -6.329 -0.848 -1.158  0.1188

# 2
# C21H25AlBr2CaF11KN2NaO6P

A structure of composition C21H25AlBr2CaF11KN2NaO6P (ωB97M-V/def2-TZVPD, OMol25).

- largest force on an atom (eV/Å) = 5.036
- multiplicity = 1
- E_tot (a.u.) = -9646.64092
- total charge = 0
- orbital gap (eV) = 4.936

Each line ends with the Löwdin charge.
Geometry (Å):
1 C 1.201 -2.076 1.168  -0.0696
2 C 2.076 -1.001 0.572  -0.3375
3 C 2.196 -1.062 -1.014  -0.1340
4 C 1.105 -0.204 -1.733  -0.2509
5 C 1.692 1.227 -1.880  -0.3560
6 O -0.067 -0.379 -0.856  -0.0347
7 C -1.251 -0.036 -1.429  -0.4798
8 O -1.483 -0.079 -2.587  0.1327
9 C -2.258 0.220 -0.256  -0.2142
10 C -2.824 1.393 0.170  -0.1482
11 C -3.567 1.382 1.337  -0.0315
12 N -3.689 0.208 1.974  0.1138
13 C -3.159 -0.953 1.550  -0.0182
14 C -2.443 -0.949 0.426  -0.1205
15 H 1.687 -2.668 1.924  0.0929
16 H 0.331 -1.581 1.599  0.0744
17 H 0.851 -2.680 0.354  0.0126
18 H 3.124 -1.132 0.973  0.1036
19 H 1.688 0.031 0.862  0.0202
20 H 2.016 -2.127 -1.300  0.0850
21 H 3.172 -0.697 -1.325  0.1028
22 H 0.922 -0.556 -2.739  0.1519
23 H 1.054 1.829 -2.510  0.0714
24 H 2.715 1.068 -2.348  -0.0584
25 H 1.840 1.742 -0.903  -0.0828
26 H -2.606 2.258 -0.424  0.0429
27 H -3.969 2.300 1.714  0.1397
28 H -4.198 0.196 2.847  0.1710
29 H -3.289 -1.849 2.120  0.1504
30 H -1.953 -1.794 -0.031  0.0957
31 Br -4.264 -0.614 -1.940  0.1167
32 F 0.305 4.060 0.020  -0.2480
33 P -0.660 4.912 -1.051  0.4011
34 F -1.646 4.877 0.332  -0.2584
35 F -0.824 6.549 -0.944  -0.1905
36 F -0.551 3.538 -1.946  -0.2115
37 F 0.748 5.376 -1.744  -0.1772
38 F -2.116 4.990 -1.864  -0.2306
39 K -4.432 2.949 -1.098  0.8941
40 Ca 3.101 1.108 0.638  1.4451
41 Br 3.585 2.821 -1.963  0.1163
42 N -5.278 3.453 5.197  -0.0007
43 C -5.786 2.184 5.285  -0.1600
44 C -5.027 1.493 6.193  -0.1196
45 C -4.026 2.384 6.672  -0.1080
46 C -4.210 3.584 6.039  -0.1331
47 H -5.637 4.178 4.604  0.1437
48 H -6.640 1.885 4.700  0.1020
49 H -5.173 0.466 6.486  0.0886
50 H -3.261 2.168 7.398  0.0920
51 H -3.675 4.514 6.115  0.1116
52 C 3.622 -5.012 -1.422  0.0570
53 C 3.993 -3.952 -2.190  -0.2448
54 C 5.324 -3.240 -1.973  -0.3064
55 O 5.618 -2.274 -2.673  0.0910
56 C 6.181 -3.692 -0.889  0.0573
57 C 5.814 -4.744 -0.154  -0.2462
58 C 4.521 -5.479 -0.396  -0.3141
59 O 4.298 -6.444 0.321  0.0943
60 O 6.552 -5.223 0.839  0.1088
61 O 3.253 -3.452 -3.159  0.1151
62 H 2.691 -5.533 -1.559  0.1231
63 H 7.107 -3.159 -0.722  0.1323
64 H 6.048 -5.984 1.190  0.1176
65 H 3.764 -2.711 -3.538  0.1267
66 F 1.337 -3.710 -1.020  -0.5053
67 Na -0.773 -2.747 -1.298  0.6143
68 F -2.544 1.128 -5.528  -0.1952
69 Al -0.953 1.697 -5.361  -0.1973
70 F -0.540 2.637 -6.692  -0.1806
71 F 0.107 0.383 -5.217  -0.1836
72 F -0.872 2.604 -3.945  -0.1623

# 3
# C21H25BCuN4O4S4

A structure of composition C21H25BCuN4O4S4 (ωB97M-V/def2-TZVPD, OMol25).

- energy relative to the best compared isomer or geometry (same formula, charge and spin) (kcal per mole) = 21.3
- largest force on an atom (eV/Å) = 2.548
- multiplicity = 2
- E_tot (a.u.) = -4593.36958
- total charge = 0
- orbital gap (alpha / beta) (eV) = 7.855 / 6.874

Each line ends with the Löwdin charge.
Geometry (Å):
1 Cu -1.525 1.036 -0.191  0.3011
2 C -0.519 -3.173 -2.150  -0.0408
3 N -0.328 -2.943 -0.733  -0.1386
4 C 0.658 -3.497 0.057  -0.0681
5 C 0.388 -3.119 1.328  -0.0680
6 N -0.760 -2.361 1.333  -0.0093
7 B -1.603 -2.169 2.638  -0.4282
8 N -1.969 -0.692 3.021  0.0122
9 C -3.054 -0.463 3.833  -0.0571
10 C -3.054 0.836 4.204  -0.0432
11 N -1.957 1.412 3.614  -0.1281
12 C -1.628 2.819 3.653  -0.0286
13 C -1.312 0.465 2.885  -0.6821
14 S 0.051 0.824 1.898  0.7265
15 C -1.169 -2.221 0.061  -0.7362
16 S -2.488 -1.332 -0.554  0.7226
17 H 0.416 -3.528 -2.577  0.0892
18 H -0.823 -2.246 -2.630  0.0654
19 H -1.302 -3.915 -2.311  0.0965
20 H 1.429 -4.129 -0.347  0.1178
21 H 0.901 -3.351 2.244  0.1178
22 H -0.941 -2.617 3.539  0.0762
23 H -2.643 -2.748 2.483  0.0766
24 H -3.735 -1.258 4.080  0.1203
25 H -3.731 1.392 4.828  0.1222
26 H -1.797 3.201 4.659  0.0933
27 H -2.244 3.370 2.940  0.0934
28 H -0.584 2.938 3.382  0.0548
29 C -4.937 1.270 -0.687  -0.1192
30 S -3.581 2.256 -0.087  0.4525
31 O -2.611 2.412 -1.196  -0.3228
32 O -4.118 3.478 0.434  -0.2797
33 O -2.893 1.433 0.943  -0.4077
34 H -5.488 1.858 -1.417  0.0731
35 H -5.558 1.033 0.174  0.0770
36 H -4.536 0.363 -1.132  0.0197
37 O -0.091 0.780 -1.282  -0.5861
38 S 1.057 -0.022 -0.711  0.9769
39 C 2.355 1.168 -0.319  -0.4028
40 C 3.435 0.731 0.429  -0.0889
41 C 4.507 1.586 0.622  -0.0662
42 C 4.478 2.866 0.084  -0.0724
43 C 3.369 3.303 -0.627  -0.0602
44 C 2.295 2.451 -0.832  -0.0540
45 C 1.891 -0.542 -2.243  -0.3426
46 C 1.462 -0.034 -3.457  -0.0601
47 C 2.096 -0.436 -4.624  -0.0621
48 C 3.144 -1.344 -4.568  -0.0768
49 C 3.565 -1.849 -3.345  -0.0731
50 C 2.939 -1.447 -2.176  -0.0867
51 H 3.424 -0.262 0.865  0.1155
52 H 5.365 1.254 1.191  0.1082
53 H 5.323 3.528 0.227  0.1058
54 H 3.345 4.306 -1.032  0.1092
55 H 1.414 2.766 -1.378  0.1204
56 H 0.630 0.657 -3.475  0.1152
57 H 1.769 -0.038 -5.575  0.1089
58 H 3.633 -1.660 -5.480  0.1055
59 H 4.379 -2.561 -3.298  0.1074
60 H 3.262 -1.833 -1.216  0.1084

# 4
# C21H25BF7InN4O33

A structure of composition C21H25BF7InN4O33 (ωB97M-V/def2-TZVPD, OMol25).

- largest force on an atom (eV/Å) = 9.644
- multiplicity = 1
- E_tot (a.u.) = -4430.25184
- total charge = -2
- orbital gap (eV) = 3.232

Each line ends with the Löwdin charge.
Geometry (Å):
1 In 1.490 16.763 -14.791  1.1982
2 N 1.739 17.879 -10.931  -0.6368
3 O 1.857 17.011 -10.130  0.1085
4 O 1.171 18.863 -10.557  0.0972
5 O 1.995 17.645 -12.104  -0.0054
6 N -0.386 20.385 -13.766  -0.6456
7 O -0.367 20.450 -12.531  0.0049
8 O -0.884 21.373 -14.302  -0.0493
9 O 0.009 19.396 -14.278  -0.0259
10 N 1.137 13.661 -11.698  -0.6352
11 O 1.042 12.513 -11.960  0.0398
12 O 1.708 14.391 -12.529  0.0188
13 O 0.744 14.051 -10.601  0.0383
14 N -1.093 16.927 -11.506  -0.5630
15 O -1.261 18.109 -11.254  0.0844
16 O -0.854 16.081 -10.558  0.0458
17 O -0.767 16.645 -12.619  0.0547
18 B 2.739 14.265 -15.840  -0.5075
19 H 3.199 15.237 -15.928  -0.1165
20 H 2.798 13.983 -14.800  -0.0767
21 H 1.691 14.318 -16.090  -0.0924
22 H 3.279 13.510 -16.390  -0.0758
23 C -3.642 13.262 -16.971  -0.0379
24 C -2.294 12.848 -17.641  -0.2854
25 O -1.345 13.770 -17.059  0.1736
26 C -1.814 14.141 -15.913  -0.4773
27 O -1.096 14.885 -15.138  0.0677
28 O -3.125 13.762 -15.714  0.0332
29 F -2.534 13.020 -18.922  0.0819
30 H -4.436 12.539 -16.784  0.1275
31 H -4.122 14.153 -17.375  0.1268
32 H -1.995 11.810 -17.497  0.1715
33 C 6.744 19.133 -17.548  -0.0801
34 C 5.678 19.165 -18.669  -0.3430
35 O 4.557 18.864 -17.979  0.1537
36 C 4.653 18.564 -16.710  -0.4593
37 O 3.752 18.215 -15.948  0.0965
38 O 5.945 18.869 -16.478  0.0720
39 F 6.124 18.272 -19.561  0.0633
40 H 7.217 20.115 -17.530  0.1327
41 H 7.376 18.271 -17.761  0.1413
42 H 5.362 20.041 -19.235  0.1678
43 C 4.707 21.863 -12.316  -0.0646
44 C 5.523 20.580 -12.420  -0.3107
45 O 4.931 19.710 -13.326  0.1823
46 C 3.679 20.068 -13.373  -0.4370
47 O 2.769 19.473 -14.001  0.0808
48 O 3.461 21.221 -12.570  0.0529
49 F 5.872 20.097 -11.144  0.0255
50 H 5.040 22.503 -13.134  0.1330
51 H 4.808 22.155 -11.271  0.1415
52 H 6.480 20.887 -12.842  0.1500
53 C 3.303 14.516 -21.731  -0.0273
54 C 4.543 14.755 -20.913  -0.3510
55 O 4.149 15.525 -19.812  0.1045
56 C 2.796 15.522 -19.644  -0.3993
57 O 2.167 16.269 -18.820  0.1272
58 O 2.279 14.921 -20.769  0.0338
59 F 5.409 15.526 -21.574  0.0710
60 H 3.158 13.477 -22.030  0.1301
61 H 3.228 15.208 -22.570  0.1352
62 H 5.082 14.019 -20.316  0.1759
63 C -0.554 21.354 -17.922  -0.0207
64 C 0.887 21.887 -17.746  -0.3066
65 O 1.644 20.789 -17.441  0.1991
66 C 0.980 19.738 -17.620  -0.5574
67 O 1.406 18.580 -17.367  0.0718
68 O -0.231 19.968 -18.144  0.0754
69 F 0.791 22.783 -16.726  0.0578
70 H -1.027 21.923 -18.723  0.1263
71 H -1.171 21.414 -17.025  0.1299
72 H 1.382 22.425 -18.554  0.1617
73 C 6.227 14.024 -11.857  -0.0997
74 C 6.163 15.213 -10.957  -0.3430
75 O 4.936 15.811 -11.489  0.1162
76 C 4.930 15.592 -12.851  -0.4623
77 O 4.357 16.260 -13.677  0.1373
78 O 5.541 14.368 -13.053  0.0790
79 F 7.274 15.892 -10.967  0.1124
80 H 5.918 13.060 -11.453  0.1352
81 H 7.266 13.786 -12.087  0.1239
82 H 5.869 14.958 -9.939  0.1662
83 C -4.550 18.405 -16.173  -0.0960
84 C -4.175 18.582 -17.634  -0.3130
85 O -2.793 18.302 -17.610  0.1294
86 C -2.329 18.029 -16.364  -0.4417
87 O -1.186 17.593 -16.163  0.1000
88 O -3.373 18.133 -15.493  0.0797
89 F -4.339 19.895 -17.878  0.0567
90 H -5.085 17.456 -16.160  0.1295
91 H -4.923 19.231 -15.567  0.1523
92 H -4.884 17.982 -18.205  0.1597

Copy entry 1 word for word.
# C21H24O6

An isolated molecule of C21H24O6 (ωB97M-V/def2-TZVPD, OMol25).

- energy relative to the best compared isomer or geometry (same formula, charge and spin) (kcal per mole) = 67.2
- largest force on an atom (eV/Å) = 0.587
- multiplicity = 1
- E_tot (a.u.) = -1265.99280
- total charge = 0
- orbital gap (eV) = 8.661

Each line ends with the Löwdin charge.
Geometry (Å):
1 O -4.640 -2.720 -0.385  0.1029
2 C -4.014 -1.698 -0.182  -0.3209
3 C -2.535 -1.659 -0.254  -0.1543
4 C -1.821 -2.827 -0.018  -0.0068
5 C -0.438 -2.835 -0.066  0.0063
6 C 0.257 -1.675 -0.375  -0.1762
7 C -0.469 -0.496 -0.676  -0.1718
8 C -1.846 -0.492 -0.596  0.0411
9 H -2.398 0.404 -0.835  0.1176
10 O 0.298 0.568 -1.041  -0.0496
11 C -0.244 1.871 -0.992  -0.1522
12 C 0.921 2.861 -1.144  -0.1766
13 O 1.674 3.025 0.033  -0.1247
14 C 2.539 1.948 0.355  -0.1754
15 C 3.900 2.054 -0.359  -0.1750
16 O 4.592 0.832 -0.441  -0.1484
17 C 5.113 0.324 0.771  -0.1711
18 C 4.251 -0.772 1.428  -0.1745
19 O 4.486 -2.052 0.882  -0.1357
20 C 3.890 -2.289 -0.375  -0.1640
21 C 2.412 -2.698 -0.263  -0.1476
22 H 2.165 -3.420 -1.051  0.1351
23 H 2.248 -3.167 0.717  0.1384
24 O 1.606 -1.544 -0.408  -0.0313
25 H 3.972 -1.411 -1.022  0.1275
26 H 4.456 -3.118 -0.806  0.1297
27 H 4.539 -0.860 2.479  0.1294
28 H 3.190 -0.513 1.364  0.1135
29 H 6.083 -0.122 0.524  0.1336
30 H 5.272 1.140 1.486  0.1250
31 H 4.522 2.819 0.127  0.1281
32 H 3.738 2.351 -1.399  0.1252
33 H 2.085 0.993 0.083  0.1054
34 H 2.672 1.997 1.439  0.1322
35 H 0.517 3.851 -1.368  0.1308
36 H 1.549 2.527 -1.978  0.1286
37 H -0.958 2.024 -1.813  0.1334
38 H -0.753 2.042 -0.036  0.1418
39 H 0.092 -3.749 0.149  0.1087
40 H -2.364 -3.728 0.222  0.1206
41 C -4.703 -0.423 0.155  -0.1595
42 C -5.927 -0.142 -0.448  -0.0139
43 C -6.602 1.025 -0.144  -0.0744
44 C -6.074 1.911 0.781  -0.0830
45 C -4.871 1.624 1.407  -0.0756
46 C -4.184 0.465 1.095  -0.0399
47 H -3.256 0.232 1.597  0.1193
48 H -4.468 2.306 2.141  0.1033
49 H -6.603 2.821 1.023  0.1024
50 H -7.545 1.243 -0.623  0.1037
51 H -6.329 -0.848 -1.158  0.1188

Question: Look up the E_tot of the first one.
Answer: -1265.99280 a.u.

Question: Among the records above, which one has the lowest largest force on an atom?
Answer: C21H24O6

Question: Which value of total charge does entry 3 give?
Answer: 0